152
Properties=species:S:1:pos:R:3:forces:R:3:lowdin_charge:R:1 method="wB97M-V/def2-TZVPD" lumo_ev=-0.50 homo_energy_ha=-0.2875
C 3.3043 1.0811 -1.5317 0.555 -0.279 -0.529 0.0040
C 4.1660 -0.0089 -2.2271 -3.179 0.715 -0.865 -0.3499
C 4.8511 0.3247 -3.5261 -0.116 1.058 -1.251 -0.0767
O 6.2333 0.1533 -3.2997 -0.548 0.461 -1.570 0.1125
C 6.3641 -0.3913 -2.1319 3.754 0.166 2.451 -0.5738
O 7.4643 -0.6250 -1.6757 -1.867 -0.431 -0.070 0.1473
O 5.2029 -0.4358 -1.4710 1.221 -1.602 2.260 0.1109
H 3.9608 1.9243 -1.3170 -0.340 0.289 0.080 0.0984
H 2.7613 0.7830 -0.6347 0.697 -0.477 0.244 0.0584
H 2.4430 1.3289 -2.1521 0.348 0.411 -0.580 0.0709
H 3.4619 -0.7849 -2.5273 0.056 -0.714 0.797 0.1218
H 4.7141 1.3717 -3.7965 -0.276 -0.183 -0.571 0.1381
H 4.5953 -0.4234 -4.2764 -0.339 0.577 -0.401 0.1363
C 0.2681 -1.4027 0.4177 0.456 -0.676 -1.240 0.0047
C -0.5508 -0.7170 -0.6768 -0.479 -3.814 3.139 -0.3751
C -1.8726 -0.1702 -0.1246 -0.123 -0.875 -1.311 -0.0446
O -1.8644 1.1056 -0.7723 -1.225 0.755 0.116 0.0512
C -0.6845 1.3596 -1.3136 0.409 2.145 -0.775 -0.5456
O -0.4020 2.3760 -1.9341 -0.281 -1.930 1.099 0.1117
O 0.1291 0.3438 -1.0326 3.228 5.060 -2.040 0.0791
H 0.5091 -0.7362 1.2458 -0.975 -0.154 0.367 0.0816
H 1.2634 -1.6346 0.0386 -0.036 -0.184 -0.482 0.0577
H -0.2003 -2.3734 0.5801 0.084 0.049 0.942 0.0710
H -0.5577 -1.3026 -1.5962 -1.046 -0.902 0.258 0.1327
H -1.9745 -0.0895 0.9576 0.440 0.131 -0.066 0.1043
H -2.7063 -0.7596 -0.5062 -0.140 0.370 0.071 0.0813
C -2.1700 4.7063 -0.3332 -1.532 -0.148 -0.027 -0.0054
C -3.7534 4.6581 -0.2858 2.406 -0.729 -1.995 -0.2250
C -4.3544 3.3057 -0.8655 1.688 1.828 -0.006 -0.0950
O -5.2296 3.0050 0.1644 -1.571 -1.178 1.910 0.0663
C -5.1151 3.8467 1.2268 -5.170 -0.409 2.063 -0.5882
O -5.9111 3.9632 2.1717 1.779 -1.781 -1.959 0.0905
O -4.2258 4.7313 1.0560 2.954 1.742 -1.188 0.1224
H -1.6986 3.8201 0.0916 -0.333 -0.041 0.431 0.0525
H -1.8272 5.6028 0.1834 0.143 -0.006 -0.153 0.0815
H -1.8367 4.6607 -1.3700 -0.199 0.425 -0.098 0.0547
H -4.1690 5.4775 -0.8722 0.074 0.218 0.310 0.1472
H -3.5802 2.5511 -1.0041 -0.105 -0.070 0.348 0.1046
H -4.8417 3.4303 -1.8326 -0.289 0.165 0.297 0.1127
C 2.2135 -6.8465 1.2358 -0.852 0.330 0.922 -0.0193
C 2.7318 -5.7889 0.2813 -0.133 -0.941 -0.231 -0.3037
C 3.2369 -4.4919 0.9265 -1.820 -0.843 0.757 -0.1350
O 4.4926 -4.2682 0.3683 0.297 -0.044 -0.003 0.0568
C 4.8705 -5.3433 -0.3563 1.827 0.326 -2.652 -0.4824
O 5.8714 -5.3020 -1.0727 -2.701 -0.886 2.243 0.1253
O 3.9236 -6.3397 -0.2837 1.931 1.026 -0.467 0.0712
H 2.8759 -6.8819 2.1007 0.190 -0.226 -0.042 0.0911
H 2.0487 -7.8598 0.8695 0.576 0.167 -0.591 0.0895
H 1.2283 -6.5998 1.6316 -0.022 0.463 -0.087 0.0462
H 2.0760 -5.5999 -0.5686 -0.238 0.105 0.226 0.1209
H 3.2635 -4.6959 1.9969 0.635 0.252 0.230 0.1147
H 2.5287 -3.6762 0.7810 0.335 0.135 -0.366 0.1020
C 1.0312 -2.1722 -3.8890 -0.420 0.035 0.352 -0.2346
S 1.6670 -3.6685 -3.0231 -0.466 0.542 0.171 0.8777
O 2.1286 -3.1050 -1.7079 -0.256 -0.473 -0.484 -0.5457
C 0.0754 -4.5598 -2.7079 0.305 0.456 0.383 -0.2265
H 0.1526 -2.3243 -4.5160 0.275 -0.400 -0.302 0.0533
H 1.8385 -1.6715 -4.4235 0.007 -0.331 -0.110 0.0437
H 0.6983 -1.4837 -3.1122 0.211 -0.116 0.262 0.0218
H -0.6858 -3.8816 -2.3224 0.019 0.208 -0.180 0.0336
H 0.2902 -5.2470 -1.8896 0.183 -0.083 -0.105 0.0350
H -0.2863 -5.1202 -3.5700 0.205 0.186 -0.107 0.0546
C 1.1779 3.2279 1.4422 0.477 1.130 0.565 -0.2104
S 1.9658 2.8260 3.1222 1.289 -1.297 -1.448 0.8200
O 3.3968 2.3882 2.8322 -2.199 1.187 -0.022 -0.5326
C 1.9860 4.4487 3.9075 0.236 -0.136 -0.539 -0.2521
H 0.1670 3.6249 1.5350 -0.258 -0.498 0.331 0.0289
H 1.2403 2.4007 0.7351 -0.040 -0.334 0.520 0.0259
H 1.6982 4.0596 0.9672 0.537 0.017 0.148 0.0443
H 2.6253 5.1025 3.3142 -0.151 0.172 0.057 0.0575
H 2.4320 4.2986 4.8907 -0.040 -0.092 -0.073 0.0535
H 0.9579 4.7980 4.0020 0.062 0.130 -0.055 0.0504
C -2.5733 -0.1197 5.5705 -0.352 0.503 -0.424 -0.2241
S -2.2358 0.6533 3.9122 0.072 -2.610 -0.317 0.8982
O -1.5267 -0.4721 3.1028 -1.022 1.833 0.987 -0.5980
C -3.9429 0.6694 3.3386 -0.685 0.143 -0.227 -0.2634
H -3.5736 0.1553 5.9050 0.108 0.398 0.029 0.0474
H -1.8263 0.2481 6.2740 -0.033 -0.275 -0.043 0.0402
H -2.6129 -1.2054 5.4816 0.483 0.060 -0.242 0.0492
H -4.4775 -0.2798 3.3021 0.716 -0.492 0.057 0.0562
H -3.9628 1.0612 2.3216 0.075 0.137 0.053 0.0395
H -4.5868 1.2727 3.9785 0.389 0.529 0.022 0.0636
C 2.5755 4.2690 -2.9169 -1.399 0.764 0.542 -0.2506
S 2.4769 6.1228 -2.8710 1.552 0.596 -1.453 0.8474
O 3.0669 6.6236 -4.2084 -1.469 -0.831 1.964 -0.5840
C 0.6871 6.5343 -2.7622 -0.077 -0.743 -0.070 -0.2496
H 1.9130 3.8134 -3.6529 0.424 0.165 -0.472 0.0450
H 2.1501 3.9349 -1.9706 0.220 0.011 0.284 0.0220
H 3.6286 3.9931 -2.9705 -0.198 0.214 -0.250 0.0461
H 0.1460 6.2135 -3.6524 0.133 0.315 -0.076 0.0310
H 0.5471 7.5924 -2.5412 0.508 0.090 -0.513 0.0536
H 0.2265 6.0584 -1.8965 0.286 -0.477 0.091 0.0326
C -1.8601 -3.5064 3.0191 -0.284 -0.210 0.770 -0.2819
S -0.4300 -4.5808 2.9416 -0.056 -0.659 -0.917 0.8709
O -0.3789 -4.8090 1.4253 0.686 0.334 1.287 -0.5850
C 0.8887 -3.3716 3.4884 -0.585 0.456 -0.523 -0.2143
H -1.9545 -3.0750 2.0225 0.552 0.858 0.474 0.0151
H -1.7404 -2.9129 3.9255 -0.082 0.776 -0.616 0.0336
H -2.8230 -4.0039 3.1346 0.323 -0.855 0.166 0.0485
H 0.6448 -2.4624 2.9389 0.494 0.043 -0.236 0.0237
H 1.9031 -3.7424 3.3411 -0.297 -0.207 -0.650 0.0385
H 0.9191 -3.0699 4.5354 -0.839 -0.507 0.264 0.0453
C -3.5119 3.7120 -6.1715 0.354 0.178 -0.120 -0.2493
S -2.8850 4.8092 -4.8458 1.035 -0.159 -0.490 0.8467
O -3.7055 4.5446 -3.6291 0.467 -0.262 -0.175 -0.5515
C -1.2040 3.9295 -4.6433 -1.539 -0.199 -0.197 -0.2199
H -4.4078 4.1655 -6.5956 -0.259 -0.209 0.522 0.0529
H -3.6559 2.7072 -5.7744 -0.363 0.168 0.099 0.0211
H -2.8389 3.6460 -7.0264 0.476 0.181 0.228 0.0525
H -1.5239 2.8958 -4.5123 0.297 -0.080 0.363 0.0199
H -0.6733 4.3043 -3.7681 -0.304 -0.098 -0.116 0.0012
H -0.5905 3.9665 -5.5436 -0.166 0.419 -0.057 0.0573
C -3.7758 -3.2819 -0.6417 -1.365 -0.404 0.834 -0.2194
S -4.5675 -2.3627 0.7798 -0.577 1.500 0.148 0.8410
O -4.9131 -0.8941 0.4345 0.402 -2.672 0.025 -0.5675
C -6.1661 -3.3478 0.9944 0.852 0.640 -0.343 -0.2149
H -4.2366 -2.9911 -1.5857 0.308 0.085 0.019 0.0326
H -4.0887 -4.2958 -0.3922 -0.106 -0.211 -0.261 0.0424
H -2.6884 -3.3458 -0.6038 -0.040 0.774 0.034 0.0344
H -5.8745 -4.3551 1.2917 0.017 -0.032 -0.251 0.0443
H -6.8064 -3.3152 0.1129 0.211 -0.087 -0.064 0.0550
H -6.7027 -2.9031 1.8325 0.236 0.251 -0.071 0.0469
C -5.3736 -1.2762 -3.7228 0.613 0.256 -0.242 -0.2502
S -4.5967 0.1687 -4.5794 -2.311 0.798 0.927 0.8505
O -5.5618 1.3103 -4.1612 2.219 -1.689 -0.698 -0.5616
C -3.0348 0.2547 -3.6089 -0.684 1.012 0.148 -0.2384
H -4.6502 -2.0899 -3.6713 -0.057 -0.123 -0.168 0.0298
H -6.2641 -1.5708 -4.2781 0.184 0.104 -0.090 0.0496
H -5.6630 -0.9767 -2.7154 0.120 0.283 -0.008 0.0524
H -3.1064 1.2734 -3.2278 -0.109 0.016 0.517 0.0352
H -2.1325 0.3058 -4.2183 -0.163 -0.695 -0.258 0.0498
H -3.0279 -0.4652 -2.7904 0.178 0.073 -0.143 0.0355
C 0.9842 -0.0500 4.7037 -0.353 0.860 0.330 -0.3452
S 2.6558 -0.4055 5.2695 1.617 2.527 1.630 0.8247
O 3.5378 0.8417 5.0836 -1.754 -2.286 0.018 -0.5551
C 2.2169 -0.2462 7.0787 -0.156 -1.130 -0.336 -0.2347
H 0.6939 0.9313 5.0789 0.235 0.225 0.124 0.0372
H 0.2531 -0.7325 5.1372 0.260 -0.445 -0.351 0.0291
H 0.9127 0.0440 3.6201 0.141 -0.501 0.110 0.0167
H 1.4220 -0.9670 7.2702 -0.580 0.371 0.013 0.0335
H 1.9861 0.7962 7.2983 -0.231 -0.122 -0.268 0.0564
H 2.9747 -0.5891 7.7831 0.636 0.190 -0.602 0.0476
C 6.3576 -1.6082 1.6698 -0.431 0.179 0.946 -0.2206
S 5.1280 -0.9662 2.9103 1.918 3.014 -1.541 0.8398
O 5.7195 0.4416 3.1432 -1.069 -2.413 0.027 -0.5629
C 3.7982 -0.7370 1.6497 -0.736 -0.472 -0.164 -0.2530
H 6.0071 -2.5960 1.3703 0.326 0.188 -0.558 0.0316
H 7.3495 -1.6253 2.1215 -0.256 -0.394 0.567 0.0517
H 6.4910 -0.8212 0.9276 -0.673 -0.339 -0.375 0.0411
H 4.0434 0.0224 0.9072 0.359 0.079 0.476 0.0393
H 2.8185 -0.5256 2.0782 0.253 0.656 0.664 0.0157
H 3.5250 -1.6372 1.0992 0.798 -0.512 -0.089 0.0296